The following is a quantum chemistry calculation of C6H17ClNiO2P as an isolated structure at a distorted geometry, from OMol25.

Geometry (Å):
Ni1 2.680 3.347 -3.105
Cl1 -2.390 0.696 1.100
P1 0.071 -1.037 -0.100
O1 3.088 2.721 0.057
O2 0.873 0.078 0.958
C1 2.213 1.433 -1.766
C2 1.177 1.386 0.580
C3 2.464 1.479 -0.252
C4 -2.481 -2.054 1.264
C5 -3.755 -1.958 0.443
C6 -1.626 -0.818 1.380
H1 0.336 1.849 0.035
H2 0.413 -2.003 0.890
H3 -1.851 -2.853 0.859
H4 1.379 0.820 -2.098
H5 -0.465 0.073 -0.840
H6 3.102 1.137 -2.336
H7 1.877 2.500 -1.886
H8 3.115 0.649 0.037
H9 -3.543 -1.657 -0.584
H10 1.348 1.975 1.482
H11 -0.755 -1.954 -0.819
H12 4.013 2.723 -0.219
H13 -2.703 -2.347 2.297
H14 -4.456 -1.245 0.872
H15 -1.063 -0.708 2.298
H16 1.178 -1.299 -0.960
H17 -4.240 -2.932 0.411

Summary:
- Energy: -2698.6390 hartree
- Molar mass: 246.320 g mol⁻¹
- Multiplicity: 3
- Net charge: +1
- Kohn-Sham gap (spin up / spin down): 5.28 / 6.25 eV
- Expectation value of S²: 2.0059